{"formula": "C6H6", "method": "ωB97M-V/def2-TZVPD", "orbital_gap_ev": 9.216, "e_tot_ev": -6312.4710, "e_above_lowest_ev": 6.729, "elements": ["C", "C", "C", "C", "C", "C", "H", "H", "H", "H", "H", "H"], "positions_angstrom": [[-0.337831, -0.388609, 1.010785], [-0.083631, 0.664912, 2.142041], [0.696948, -1.062967, 0.097832], [0.003076, -0.259968, -1.061265], [-0.167897, 1.274004, 0.846920], [-0.957337, 0.434106, -0.139998], [1.727767, -0.762240, 0.264000], [0.779742, -2.141362, 0.141821], [0.557794, 0.324020, -1.744810], [-0.545713, -0.957437, -1.613838], [0.280674, 2.152718, 0.541499], [-1.953593, 0.722826, -0.484987]], "atomic_forces_ev_per_a": [[1.000, 3.446, 0.712], [-0.707, -0.965, -2.885], [0.257, 0.729, 0.131], [0.067, -1.393, 0.002], [-2.596, -1.919, 2.672], [0.699, -0.617, 1.116], [-0.053, 0.415, 0.490], [-0.781, -0.332, -0.674], [1.028, 0.660, -0.490], [-0.867, -1.039, -1.254], [1.841, 1.354, -0.617], [0.112, -0.338, 0.796]]}

{"formula": "C6H6", "method": "ωB97M-V/def2-TZVPD", "orbital_gap_ev": 10.552, "e_tot_ev": -6315.5817, "e_above_lowest_ev": 3.619, "elements": ["C", "C", "C", "C", "C", "C", "H", "H", "H", "H", "H", "H"], "positions_angstrom": [[-2.593971, 0.651557, 0.293966], [-1.282217, 0.065978, 0.012928], [-0.200537, -0.410202, -0.218575], [1.115403, -1.000763, -0.505570], [2.238557, -0.165623, -0.053672], [3.167564, 0.501732, 0.318924], [-2.737143, 0.791764, 1.370102], [-2.697158, 1.627332, -0.191178], [-3.397215, 0.004323, -0.072420], [1.209898, -1.178848, -1.584297], [1.188894, -1.984321, -0.024769], [3.987920, 1.097070, 0.654562]], "atomic_forces_ev_per_a": [[-0.066, 0.030, 0.018], [0.482, -0.212, -0.108], [-0.491, 0.216, 0.107], [0.005, -0.049, -0.028], [0.414, 0.283, 0.171], [-0.379, -0.268, -0.148], [0.042, -0.029, -0.153], [0.032, -0.144, 0.062], [0.132, 0.083, 0.045], [-0.006, 0.049, 0.158], [-0.015, 0.146, -0.055], [-0.151, -0.105, -0.069]]}

Number 1: LUMO level 0.52 eV. Number 2: LUMO level 0.98 eV.